Density functional theory data (the ωB97M-V functional and the def2-TZVPD basis) for an isolated molecule of C3H3ClF2 in a non-equilibrium geometry.

Results
* SMILES string: FC(F)=CCCl
* strongest force on any atom: 5.9 eV/Å
* molecular weight: 112.5 g/mol
* ΔE to the lowest compared entry with this formula, charge and spin: 77.53 kJ/mol

Structure (XYZ):
```
9
C3H3ClF2 | the OMol25 dataset | the ωB97M-V functional and the def2-TZVPD basis
F 1.793 1.116 1.446
H -1.748 -0.708 -0.089
H -0.137 -1.374 -0.666
C -0.809 -0.465 -0.592
H -0.618 1.546 0.485
C 1.085 0.199 0.725
F 1.693 -0.958 0.579
Cl -1.149 0.209 -2.220
C -0.110 0.434 0.331
```

Density functional theory data (the ωB97M-V functional and the def2-TZVPD basis) for a cluster of 2 separate species, C3H3ClF2 in total in a non-equilibrium geometry.

Results
* strongest force on any atom: 2.5 eV/Å
* molecular weight: 112.5 g/mol
* ΔE to the lowest compared entry with this formula, charge and spin: 511.23 kJ/mol

Structure (XYZ):
```
9
C3H3ClF2 | the OMol25 dataset | the ωB97M-V functional and the def2-TZVPD basis
Cl -2.300 -1.351 1.188
F -1.826 1.170 1.360
C 0.353 0.332 -1.341
C -1.262 0.055 1.017
C 1.600 0.017 -1.224
H -0.503 0.301 -0.469
H 2.274 0.091 -2.139
H 1.816 -0.580 -0.226
F -0.153 -0.036 1.836
```

Density functional theory data (the ωB97M-V functional and the def2-TZVPD basis) for a cluster of 2 separate species, C3H3ClF2O in total in a non-equilibrium geometry.

Results
* strongest force on any atom: 3.5 eV/Å
* molecular weight: 128.5 g/mol
* ΔE to the lowest compared entry with this formula, charge and spin: 357.15 kJ/mol

Structure (XYZ):
```
10
C3H3ClF2O | the OMol25 dataset | the ωB97M-V functional and the def2-TZVPD basis
C 0.356 0.740 -1.395
O 0.585 1.747 -0.436
C 3.610 0.014 0.210
C 1.484 1.481 0.514
H 1.265 0.210 -1.421
H 0.193 1.105 -2.391
F 1.630 2.492 1.362
Cl 3.230 -1.390 -0.614
H -0.556 0.245 -1.146
F 3.553 -0.169 1.510
```

Density functional theory data (the ωB97M-V functional and the def2-TZVPD basis) for an isolated molecule of C3H3ClFN in a non-equilibrium geometry.

Results
* SMILES string: N#C[C@@H](F)CCl
* strongest force on any atom: 1.3 eV/Å
* molecular weight: 107.5 g/mol
* ΔE to the lowest compared entry with this formula, charge and spin: 17.15 kJ/mol

Structure (XYZ):
```
9
C3H3ClFN | the OMol25 dataset | the ωB97M-V functional and the def2-TZVPD basis
F 1.575 -1.447 -0.001
Cl -1.922 0.311 -0.092
C 0.661 -0.479 -0.358
C -0.611 -0.767 0.430
H -0.433 -0.585 1.485
H 0.468 -0.574 -1.414
N 1.676 1.875 0.172
H -0.903 -1.804 0.252
C 1.222 0.840 -0.065
```

Density functional theory data (the ωB97M-V functional and the def2-TZVPD basis) for an isolated molecule of C3H3ClFNO in a non-equilibrium geometry.

Results
* SMILES string: O/N=C/C=C(/F)Cl
* strongest force on any atom: 5.4 eV/Å
* molecular weight: 123.5 g/mol
* ΔE to the lowest compared entry with this formula, charge and spin: 333.86 kJ/mol

Structure (XYZ):
```
10
C3H3ClFNO | the OMol25 dataset | the ωB97M-V functional and the def2-TZVPD basis
F -3.115 0.346 -0.337
H 1.358 1.175 0.580
N 1.202 -0.808 -0.194
H 2.854 -1.468 -0.056
Cl -1.883 -1.641 0.036
C -1.857 -0.078 -0.118
C -0.784 0.796 0.018
H -1.106 1.895 0.153
C 0.641 0.382 0.202
O 2.691 -0.600 -0.285
```

Density functional theory data (the ωB97M-V functional and the def2-TZVPD basis) for an isolated molecule of C3H3ClFNS in a non-equilibrium geometry.

Results
* SMILES string: FC(/C=N\S)=C/Cl
* strongest force on any atom: 6.8 eV/Å
* molecular weight: 139.6 g/mol
* ΔE to the lowest compared entry with this formula, charge and spin: 267.74 kJ/mol

Structure (XYZ):
```
10
C3H3ClFNS | the OMol25 dataset | the ωB97M-V functional and the def2-TZVPD basis
C -1.268 0.334 -0.407
Cl -0.734 1.849 0.175
S 1.965 0.073 -0.486
H -0.158 -1.706 1.781
C 0.041 -1.001 1.005
C -1.041 -0.836 0.015
N 1.184 -0.692 0.808
H 3.348 -0.748 -0.603
F -1.628 -1.846 -0.529
H -2.172 0.328 -0.946
```

Density functional theory data (the ωB97M-V functional and the def2-TZVPD basis) for an isolated molecule of C3H3ClN2O in a non-equilibrium geometry.

Results
* SMILES string: Nc1cc(Cl)on1
* strongest force on any atom: 3.8 eV/Å
* molecular weight: 118.5 g/mol
* ΔE to the lowest compared entry with this formula, charge and spin: 130.77 kJ/mol

Structure (XYZ):
```
10
C3H3ClN2O | the OMol25 dataset | the ωB97M-V functional and the def2-TZVPD basis
H 2.164 0.521 -0.923
C 0.309 -0.224 -0.381
Cl -2.505 0.651 2.030
O -1.225 -1.175 0.717
N -0.208 -1.405 -0.184
N 1.408 -0.076 -1.264
H -0.091 1.824 0.332
C -1.264 0.087 0.958
H 1.725 -0.974 -1.605
C -0.313 0.769 0.321
```

Density functional theory data (the ωB97M-V functional and the def2-TZVPD basis) for an isolated molecule of C3H3ClN2O in a non-equilibrium geometry.

Results
* SMILES string: Oc1cc(Cl)[nH]n1
* strongest force on any atom: 5.4 eV/Å
* molecular weight: 118.5 g/mol
* ΔE to the lowest compared entry with this formula, charge and spin: 176.13 kJ/mol

Structure (XYZ):
```
10
C3H3ClN2O | the OMol25 dataset | the ωB97M-V functional and the def2-TZVPD basis
O -2.200 -0.768 -0.198
C 1.272 0.020 -0.040
H 1.164 2.116 0.233
Cl 3.024 -0.284 -0.117
N 0.534 1.239 -0.089
N -0.815 1.111 -0.133
C -0.960 -0.286 0.047
C 0.317 -0.980 -0.039
H -2.761 -0.048 0.126
H 0.427 -2.120 0.210
```

Density functional theory data (the ωB97M-V functional and the def2-TZVPD basis) for an isolated molecule of C3H3ClN2S in a non-equilibrium geometry.

Results
* SMILES string: S=c1cc(Cl)[nH][nH]1
* strongest force on any atom: 6.0 eV/Å
* molecular weight: 134.6 g/mol
* ΔE to the lowest compared entry with this formula, charge and spin: 188.46 kJ/mol

Structure (XYZ):
```
10
C3H3ClN2S | the OMol25 dataset | the ωB97M-V functional and the def2-TZVPD basis
S 1.232 0.944 -2.460
C 0.023 -0.581 1.018
H -1.790 0.230 0.840
C 0.937 -0.738 0.074
Cl 0.014 -1.412 2.469
H -1.198 1.560 -0.972
H 1.704 -1.519 0.156
C 0.607 0.374 -1.135
N -0.670 0.688 -0.686
N -0.859 0.453 0.695
```

Density functional theory data (the ωB97M-V functional and the def2-TZVPD basis) for a structure of composition C3H3ClNO in a non-equilibrium geometry.

Results
* strongest force on any atom: 5.7 eV/Å
* total charge: +1
* molecular weight: 104.5 g/mol
* ΔE to the lowest compared entry with this formula, charge and spin: 248.34 kJ/mol

Structure (XYZ):
```
9
C3H3ClNO | the OMol25 dataset | the ωB97M-V functional and the def2-TZVPD basis
O 0.111 -3.031 0.627
H -1.100 0.000 0.819
N 0.369 -1.898 0.724
C 0.963 0.028 0.357
C -0.361 -0.329 0.076
H 1.698 0.835 -0.094
C 1.468 -1.113 0.998
Cl 2.804 -1.573 1.895
H -0.711 -0.403 -0.857
```

Density functional theory data (the ωB97M-V functional and the def2-TZVPD basis) for a cluster of 2 separate species, C3H3ClO in total in a non-equilibrium geometry.

Results
* strongest force on any atom: 2.7 eV/Å
* molecular weight: 90.5 g/mol
* ΔE to the lowest compared entry with this formula, charge and spin: 298.32 kJ/mol

Structure (XYZ):
```
8
C3H3ClO | the OMol25 dataset | the ωB97M-V functional and the def2-TZVPD basis
H -0.353 -0.096 -0.158
Cl -1.873 2.204 0.611
H -1.680 -1.462 0.199
O -3.083 -1.811 2.308
C -2.693 -2.536 1.537
C -1.279 -0.370 0.429
C -2.390 0.623 0.541
H -1.152 -0.612 1.553
```

Density functional theory data (the ωB97M-V functional and the def2-TZVPD basis) for a structure of composition C3H3ClO in a non-equilibrium geometry.

Results
* strongest force on any atom: 6.0 eV/Å
* molecular weight: 90.5 g/mol
* ΔE to the lowest compared entry with this formula, charge and spin: 379.36 kJ/mol

Structure (XYZ):
```
8
C3H3ClO | the OMol25 dataset | the ωB97M-V functional and the def2-TZVPD basis
Cl 2.043 -1.212 -1.635
H -1.973 1.101 0.298
H -1.577 -0.111 1.720
O -0.921 -0.710 -0.259
C 1.536 0.009 -0.534
H 2.258 0.732 -0.217
C 0.210 0.001 -0.065
C -1.575 0.190 0.693
```

Density functional theory data (the ωB97M-V functional and the def2-TZVPD basis) for an isolated molecule of C3H3ClO2 in a non-equilibrium geometry.

Results
* SMILES string: C=COC(=O)Cl
* strongest force on any atom: 3.9 eV/Å
* molecular weight: 106.5 g/mol
* ΔE to the lowest compared entry with this formula, charge and spin: 97.47 kJ/mol

Structure (XYZ):
```
9
C3H3ClO2 | the OMol25 dataset | the ωB97M-V functional and the def2-TZVPD basis
O 0.461 -0.112 0.676
C -0.117 -0.055 1.929
C -0.149 -0.044 -0.655
O 0.490 -0.155 2.954
H -1.124 0.158 -0.633
Cl -1.863 0.045 1.852
H 1.655 -0.161 -1.657
H 0.079 0.261 -2.718
C 0.567 0.064 -1.747
```

Density functional theory data (the ωB97M-V functional and the def2-TZVPD basis) for an isolated molecule of C3H3ClO2 in a non-equilibrium geometry.

Results
* strongest force on any atom: 4.1 eV/Å
* multiplicity: 3
* molecular weight: 106.5 g/mol
* ΔE to the lowest compared entry with this formula, charge and spin: 337.43 kJ/mol

Structure (XYZ):
```
9
C3H3ClO2 | the OMol25 dataset | the ωB97M-V functional and the def2-TZVPD basis
Cl 1.037 -0.801 -1.654
C -1.433 0.310 -0.750
C -0.038 -0.132 -0.401
H 1.681 0.302 0.788
H 0.413 0.377 1.697
C 0.743 -0.211 0.882
H 0.791 -1.236 1.147
O -2.640 0.136 -0.943
O -0.555 1.254 -0.765
```

Density functional theory data (the ωB97M-V functional and the def2-TZVPD basis) for an isolated molecule of C3H3ClO2S in a non-equilibrium geometry.

Results
* SMILES string: O=C(S)C(=O)CCl
* strongest force on any atom: 5.7 eV/Å
* molecular weight: 138.6 g/mol
* ΔE to the lowest compared entry with this formula, charge and spin: 143.17 kJ/mol

Structure (XYZ):
```
10
C3H3ClO2S | the OMol25 dataset | the ωB97M-V functional and the def2-TZVPD basis
Cl 0.456 2.578 -1.626
H 1.729 1.134 -0.068
C 0.833 1.129 -0.864
H -0.938 -2.012 2.599
S -1.462 -1.016 1.682
C -0.454 0.300 -0.389
O 0.464 -1.992 0.061
C -0.285 -1.136 0.287
H 1.276 0.261 -1.533
O -1.620 0.754 -0.149
```

Density functional theory data (the ωB97M-V functional and the def2-TZVPD basis) for an isolated molecule of C3H3ClS2 in a non-equilibrium geometry.

Results
* SMILES string: S=CS/C=C/Cl
* strongest force on any atom: 4.8 eV/Å
* molecular weight: 138.6 g/mol
* ΔE to the lowest compared entry with this formula, charge and spin: 95.09 kJ/mol

Structure (XYZ):
```
9
C3H3ClS2 | the OMol25 dataset | the ωB97M-V functional and the def2-TZVPD basis
H -2.094 1.114 0.431
Cl -1.763 2.400 -1.480
C -0.234 0.496 -0.391
H 1.794 -0.848 -0.082
S 1.957 -2.823 1.294
S -0.245 -0.688 0.966
C -1.292 1.192 -0.291
H 0.624 0.652 -1.065
C 1.254 -1.496 0.617
```

Density functional theory data (the ωB97M-V functional and the def2-TZVPD basis) for a structure of composition C3H3CoFO4 in a non-equilibrium geometry.

Results
* strongest force on any atom: 1.8 eV/Å
* total charge: +3
* multiplicity: 5
* molecular weight: 181.0 g/mol
* ΔE to the lowest compared entry with this formula, charge and spin: 0.00 kJ/mol

Structure (XYZ):
```
12
C3H3CoFO4 | the OMol25 dataset | the ωB97M-V functional and the def2-TZVPD basis
H -1.111 -2.820 0.524
O -2.734 -3.802 -1.481
H -2.375 -1.992 -2.068
C -2.385 -2.641 -1.177
F -2.674 -4.662 -0.388
C 0.251 2.573 0.200
Co 1.365 6.196 0.539
O 0.210 3.702 0.420
H -2.752 -2.412 0.912
C -1.952 -2.176 0.171
O -0.106 5.012 0.463
O -1.626 -0.876 0.206
```

Density functional theory data (the ωB97M-V functional and the def2-TZVPD basis) for a structure of composition C3H3CuLiO3 in a non-equilibrium geometry.

Results
* strongest force on any atom: 3.0 eV/Å
* total charge: +1
* multiplicity: 3
* molecular weight: 157.5 g/mol
* ΔE to the lowest compared entry with this formula, charge and spin: 0.00 kJ/mol

Structure (XYZ):
```
11
C3H3CuLiO3 | the OMol25 dataset | the ωB97M-V functional and the def2-TZVPD basis
C -1.856 -0.781 -0.104
H -2.120 -1.552 0.626
O 1.580 -0.505 0.124
C -1.704 0.580 0.448
O -0.413 -1.009 -0.712
H -2.519 -1.008 -0.949
C 0.383 -0.236 -0.041
Li -2.494 2.130 -0.783
O -0.226 0.732 0.583
Cu 3.052 0.415 0.394
H -2.103 0.687 1.468
```

Density functional theory data (the ωB97M-V functional and the def2-TZVPD basis) for a structure of composition C3H3EuFO2 in a non-equilibrium geometry.

Results
* strongest force on any atom: 6.5 eV/Å
* DFT total energy: -1075.95503 hartree
* total charge: +2
* multiplicity: 8
* molecular weight: 242.0 g/mol

Structure (XYZ):
```
10
C3H3EuFO2 | the OMol25 dataset | the ωB97M-V functional and the def2-TZVPD basis
C 0.616 0.486 -0.517
H 1.037 -2.654 -0.134
O 1.199 -0.632 0.133
H -0.641 -1.892 -2.219
C 0.454 -1.734 -0.241
C 0.046 -1.313 -1.606
H 1.447 0.655 -1.393
F -0.625 -1.840 0.692
Eu -0.456 2.146 1.129
O -0.316 0.001 -1.472
```

Density functional theory data (the ωB97M-V functional and the def2-TZVPD basis) for a structure of composition C3H3EuO2 in a non-equilibrium geometry.

Results
* strongest force on any atom: 2.3 eV/Å
* total charge: +1
* multiplicity: 8
* molecular weight: 223.0 g/mol
* ΔE to the lowest compared entry with this formula, charge and spin: 0.00 kJ/mol

Structure (XYZ):
```
9
C3H3EuO2 | the OMol25 dataset | the ωB97M-V functional and the def2-TZVPD basis
C -0.860 -0.057 -0.089
H -1.767 0.548 -0.048
C 0.408 0.695 -0.183
O 0.460 1.952 -0.001
C -0.884 -1.382 0.064
Eu 2.917 2.047 0.168
H -1.828 -1.922 0.143
O 1.512 0.063 -0.263
H 0.040 -1.944 0.208
```